Model a:
This record from the Open Molecules 2025 dataset describes 9 unconnected molecules or ions with the total composition H16NO11. The level of theory is ωB97M-V with the def2-TZVPD basis set.

ORCA input file:
```
! RIJCOSX wB97M-V def2-TZVPD def2/J DEFGRID3
* xyz -1 1
N 9.979 -4.696 20.383
O 10.444 -3.583 20.434
O 8.764 -4.770 20.073
O 10.765 -5.665 20.562
O 12.597 -7.781 22.537
H 12.077 -7.350 21.859
H 13.060 -7.067 22.975
O 6.947 -3.602 21.738
H 6.884 -2.726 21.357
H 7.614 -4.044 21.214
O 5.098 -4.600 19.885
H 4.352 -4.552 20.482
H 5.840 -4.287 20.403
O 9.184 -2.052 18.306
H 9.415 -2.760 18.908
H 9.384 -1.251 18.790
O 13.228 -3.820 20.630
H 12.274 -3.791 20.556
H 13.481 -4.618 20.165
O 9.625 -7.937 19.705
H 10.022 -7.092 19.919
H 9.440 -7.885 18.767
O 10.648 -0.545 20.817
H 10.476 -0.500 21.758
H 10.892 -1.457 20.661
O 7.514 -6.225 18.098
H 6.822 -6.655 18.600
H 8.040 -5.770 18.757
*
```

Results
- HOMO energy (eV) = -7.48
- HOMO-LUMO gap (Eh) = 0.3864

Mulliken atomic charge list, values in e, 5 entries:
1. N 1.0481
2. O -0.7090
3. O -0.7529
4. O -0.7585
5. O -0.6567

---

Model b:
This record from the Open Molecules 2025 dataset describes 9 unconnected molecules or ions with the total composition H16NO11. The level of theory is ωB97M-V with the def2-TZVPD basis set.

ORCA input file:
```
! RIJCOSX wB97M-V def2-TZVPD def2/J DEFGRID3
* xyz -1 1
N 0.903 -0.113 0.967
O 1.043 -1.200 1.551
O 1.889 0.578 0.809
O -0.135 0.181 0.431
O -1.391 4.526 -1.315
H -0.790 5.177 -1.678
H -0.842 3.760 -1.146
O -0.568 -3.413 -4.267
H -0.885 -2.910 -3.517
H -1.351 -3.576 -4.794
O 1.539 -6.009 2.453
H 1.574 -5.070 2.269
H 1.621 -6.070 3.404
O -4.946 0.565 0.878
H -4.014 0.658 0.681
H -5.300 0.068 0.140
O 5.317 -1.766 -0.945
H 4.773 -1.117 -0.499
H 5.141 -1.628 -1.875
O 3.370 5.794 1.254
H 3.168 5.937 0.329
H 3.481 4.847 1.332
O -1.297 -1.805 5.301
H -0.807 -1.589 4.507
H -0.630 -1.875 5.983
O -3.552 1.686 -4.280
H -3.286 1.904 -3.387
H -4.023 2.461 -4.586
*
```

Results
- HOMO energy (eV) = -4.67
- HOMO-LUMO gap (Eh) = 0.2610

Mulliken atomic charge list, values in e, 5 entries:
1. N 1.0191
2. O -0.6754
3. O -0.6758
4. O -0.6626
5. O -0.6482

---

Which one is most stable, and which one is least stable? model a is the most stable of them, while model b is the least stable.

---

Model a:
This record from the Open Molecules 2025 dataset describes 2 unconnected molecules or ions with the total composition C19H23NO5S. The level of theory is ωB97M-V with the def2-TZVPD basis set.

ORCA input file:
```
! RIJCOSX wB97M-V def2-TZVPD def2/J DEFGRID3
* xyz 0 1
C 4.574 1.479 0.636
C 4.010 0.119 0.910
O 2.581 0.284 0.735
C 1.895 -0.860 0.925
C 0.419 -0.623 1.037
O -0.385 -1.681 0.865
C -0.094 -2.628 -0.235
S -0.134 0.936 0.259
C -1.915 0.747 0.431
C -2.772 0.992 -0.642
C -4.123 0.651 -0.509
C -4.584 0.072 0.677
C -3.722 -0.102 1.764
C -2.380 0.258 1.642
O 0.280 2.090 1.025
O 0.170 0.785 -1.153
O 2.426 -1.966 1.022
H 5.651 1.474 0.791
H 4.381 1.777 -0.398
H 4.132 2.231 1.296
H 4.375 -0.637 0.208
H 4.205 -0.202 1.939
H -0.915 -3.345 -0.173
H -0.098 -2.090 -1.194
H 0.874 -3.094 -0.023
H -2.374 1.404 -1.567
H -4.804 0.832 -1.340
H -5.630 -0.222 0.767
H -4.077 -0.505 2.714
H -1.688 0.164 2.476
C -1.091 -2.208 4.221
N 0.085 -1.473 4.718
C 0.117 -0.997 6.046
C -1.098 -0.720 6.703
C -1.099 -0.308 8.035
C 0.115 -0.156 8.716
C 1.329 -0.421 8.065
C 1.338 -0.849 6.732
C 1.045 -1.292 3.815
H -1.731 -2.479 5.066
H -1.660 -1.601 3.506
H -0.745 -3.111 3.712
H -2.040 -0.829 6.164
H -2.053 -0.106 8.526
H 0.110 0.183 9.755
H 2.272 -0.288 8.599
H 2.271 -1.112 6.229
H 1.963 -0.751 4.064
H 0.885 -1.789 2.861
*
```

Results
- HOMO energy (eV) = -6.70
- HOMO-LUMO gap (Eh) = 0.2066

Mulliken atomic charge list, values in e, 5 entries:
1. C -1.2333
2. C -0.1652
3. O -0.3441
4. C 0.4054
5. C 0.2123

---

Model b:
This record from the Open Molecules 2025 dataset describes a single C19H23NO5S molecule. The level of theory is ωB97M-V with the def2-TZVPD basis set.

ORCA input file:
```
! RIJCOSX wB97M-V def2-TZVPD def2/J DEFGRID3
* xyz 0 1
C 2.211 2.781 1.572
O 1.812 1.476 1.180
C 1.709 1.266 -0.170
C 0.687 1.820 -0.934
C 0.567 1.485 -2.272
C 1.451 0.595 -2.862
C 2.486 0.060 -2.114
C 2.613 0.410 -0.785
S 4.023 -0.167 0.167
O 4.678 0.968 0.759
O 4.811 -1.015 -0.684
C 3.299 -1.225 1.497
C 2.309 -2.087 0.839
C 2.447 -3.238 0.112
C 1.163 -3.556 -0.377
C 0.323 -2.572 0.075
C -1.135 -2.415 -0.083
O -1.821 -3.232 -0.669
N -1.621 -1.299 0.499
C -3.037 -0.992 0.542
C -3.537 -0.474 -0.812
C -2.930 0.886 -1.135
C -3.258 1.890 -0.034
C -2.730 1.398 1.310
C -3.313 0.027 1.647
O 1.025 -1.671 0.811
H 1.618 3.551 1.071
H 3.272 2.924 1.350
H 2.049 2.834 2.647
H -0.015 2.502 -0.475
H -0.229 1.919 -2.859
H 1.341 0.329 -3.902
H 3.214 -0.615 -2.535
H 2.846 -0.549 2.216
H 4.129 -1.779 1.923
H 3.356 -3.780 -0.047
H 0.879 -4.394 -0.979
H -0.977 -0.663 0.940
H -3.556 -1.935 0.759
H -3.276 -1.202 -1.580
H -4.625 -0.395 -0.773
H -1.847 0.779 -1.227
H -3.316 1.242 -2.092
H -2.823 2.864 -0.272
H -4.341 2.017 0.028
H -2.996 2.107 2.098
H -1.639 1.343 1.273
H -4.395 0.117 1.766
H -2.902 -0.335 2.591
*
```

Results
- HOMO energy (eV) = -8.83
- SMILES = COc1ccccc1S(=O)(=O)Cc1ccc(C(=O)NC2CCCCC2)o1
- HOMO-LUMO gap (Eh) = 0.3440

Mulliken atomic charge list, values in e, 5 entries:
1. C -0.8847
2. O -0.2397
3. C 0.4097
4. C -0.1066
5. C -0.3082

---

Which one is most stable, and which one is least stable? model b is the most stable of them, while model a is the least stable.

---

Model a:
This record from the Open Molecules 2025 dataset describes a gas-phase ion, C9H12N3O (charge +1). The level of theory is ωB97M-V with the def2-TZVPD basis set.

ORCA input file:
```
! RIJCOSX wB97M-V def2-TZVPD def2/J DEFGRID3
* xyz 1 1
C 3.149 -1.142 -0.006
C 1.745 -0.736 -0.048
N 0.868 -1.733 0.007
C -0.398 -1.372 0.026
C -1.565 -2.237 0.032
C -2.752 -1.285 0.015
C -2.176 0.101 -0.010
O -2.907 1.176 -0.166
C -0.764 -0.031 0.135
C 0.205 1.078 0.074
C -0.098 2.422 0.267
N 0.763 3.539 0.100
N 1.492 0.563 -0.110
H 3.373 -1.506 -0.987
H 3.103 -1.913 0.787
H 3.689 -0.146 0.114
H -1.369 -3.001 -0.775
H -1.420 -3.043 0.730
H -3.282 -1.382 0.905
H -3.479 -1.459 -0.872
H -3.872 0.989 -0.281
H -1.075 2.764 0.502
H 0.375 4.352 0.634
H 1.709 3.311 0.207
H 2.318 1.210 -0.421
*
```

Results
- HOMO energy (spin up / spin down) (eV) = -10.97 / -10.97
- SMILES = CC1=[N+]=C2CCC(O)=C2/C(=C/N)N1
- HOMO-LUMO gap (spin up / spin down) (Eh) = 0.2512 / 0.2512

Mulliken atomic charge list, values in e, 5 entries:
1. C -0.9823
2. C 0.3851
3. N -0.6402
4. C 0.6160
5. C -0.8463

---

Model b:
This record from the Open Molecules 2025 dataset describes 2 unconnected molecules or ions with the total composition C9H12N3O. The level of theory is ωB97M-V with the def2-TZVPD basis set.

ORCA input file:
```
! RIJCOSX wB97M-V def2-TZVPD def2/J DEFGRID3
* xyz 1 1
C -1.332 1.387 -3.848
C -2.468 1.445 -3.063
C -0.130 0.995 -3.400
C -2.275 1.290 -1.643
C 0.092 0.862 -1.991
C -1.019 0.999 -1.117
C -0.980 0.690 0.276
C 1.613 -1.238 2.311
C 1.817 -1.622 3.691
N -1.585 0.598 1.316
N 1.715 -2.105 1.325
N 1.079 -0.108 1.963
O 0.946 0.079 0.644
H -1.357 1.513 -4.983
H -3.333 1.765 -3.532
H 0.706 0.794 -4.119
H -3.071 1.270 -0.898
H 1.005 0.529 -1.653
H 0.897 -2.087 4.080
H 2.716 -2.360 3.796
H 2.077 -0.731 4.319
H -1.639 0.028 2.201
H 2.126 -3.048 1.363
H 1.727 -1.552 0.451
H 0.673 0.609 2.511
*
```

Results
- HOMO energy (eV) = -12.66
- HOMO-LUMO gap (Eh) = 0.3277

Mulliken atomic charge list, values in e, 5 entries:
1. C -0.1609
2. C -0.7285
3. C -0.4581
4. C -0.3924
5. C -0.3029

---

Which one is most stable, and which one is least stable? model a is the most stable of them, while model b is the least stable.